1.
Entry from the Open Molecules 2025 dataset: a structure of composition H21O11 at a distorted geometry (the ωB97M-V functional and the def2-TZVPD basis).

Results
* calculated total energy: -840.26344 a.u.
* relative energy (zero: lowest compared OMol25 entry of this formula, charge and spin): 2.201 eV
* maximum force: 2.123 eV Å⁻¹
* net charge: -1
* frontier orbital gap: 9.086 eV
* M: 197.16 Da

Cartesian coordinates (Å):
O -0.1534 -3.1924 2.6087
O -3.1242 -1.9487 -0.4076
O -0.8670 1.7963 -4.7381
O -1.5179 3.8230 1.0766
O -1.4240 -1.3895 -2.7310
O 1.6507 3.2629 1.1564
O 1.8566 1.4879 -0.9753
O 2.0858 -0.9856 2.1314
O 3.0986 -3.6010 1.1783
O -0.1817 0.6173 1.4047
O -1.2911 0.0151 -0.6905
H -0.0662 -2.2916 2.2667
H 0.1635 -3.7203 1.8681
H 1.6087 2.3308 -1.3886
H -1.1423 3.7857 1.9640
H -1.9911 0.5903 -1.0184
H -0.8862 0.0432 1.7561
H 2.3236 -0.0796 1.9341
H 1.0087 1.0058 -1.0800
H 3.2094 -2.6229 1.1517
H -0.0373 1.8703 -4.2456
H -1.1279 0.9468 -4.3263
H -0.8881 3.2584 0.6068
H 1.1300 -1.0740 2.1733
H -1.0455 -0.9484 -1.8438
H 2.1588 -3.6538 1.3762
H -3.0153 -1.0429 -0.7081
H -2.1204 -1.8920 -2.2908
H 1.1968 3.8192 0.5171
H 1.8136 2.3405 0.8647
H -0.7217 0.3193 0.3725
H -2.2930 -2.1381 0.0571

=====

2.
Entry from the Open Molecules 2025 dataset: a cluster of 10 separate species, H22NO9 in total at a distorted geometry (the ωB97M-V functional and the def2-TZVPD basis).

Results
* calculated total energy: -744.77635 a.u.
* relative energy (zero: lowest compared OMol25 entry of this formula, charge and spin): 4.884 eV
* maximum force: 9.365 eV Å⁻¹
* net charge: +1
* frontier orbital gap: 10.522 eV
* M: 180.17 Da

Cartesian coordinates (Å):
O 0.3531 -2.5827 -2.8212
O -0.2619 1.5253 4.0418
O 0.3491 0.9483 -2.9302
O 2.0491 -2.1627 -0.6272
O 0.2021 3.2983 -0.6532
O -1.2939 2.9073 1.6488
O -1.2949 -1.8887 1.8698
O 2.7681 -0.9867 1.7518
O -2.0139 -1.5057 -1.5762
N -0.0019 0.1343 0.1258
H 0.9501 0.3583 -0.0412
H -0.2859 4.0003 -1.0202
H -0.8839 3.3593 0.9318
H -0.8359 -2.7667 1.7008
H -1.2109 1.4953 4.2728
H 0.4081 1.7773 -3.4622
H -0.4139 -2.6257 -2.4582
H -0.4819 0.8823 -0.3842
H 0.4131 -3.2917 -3.5022
H -0.4279 -0.7797 -0.2222
H 0.9481 3.5803 -0.2992
H 1.5851 -2.4377 -1.4202
H -2.6569 -1.6487 -0.8532
H -0.4489 1.8553 3.1338
H 2.7801 -1.3017 0.9638
H -2.0529 -2.4297 2.3938
H -2.1709 3.4333 1.5258
H 1.1701 0.9053 -2.7282
H 2.2901 -3.1247 -0.2902
H -0.2119 0.2103 1.3128
H 3.3211 -0.1807 1.7568
H -2.6379 -0.9577 -2.1412

=====

3.
Entry from the Open Molecules 2025 dataset: a structure of composition H22NiO31S5Zn2 at a distorted geometry (the ωB97M-V functional and the def2-TZVPD basis).

Results
* ⟨S²⟩: 3.78
* calculated total energy: -9403.52238 a.u.
* multiplicity: 4
* maximum force: 4.931 eV Å⁻¹
* net charge: -3
* frontier orbital gap (alpha / beta): 2.990 / 2.332 eV
* M: 867.95 Da

Cartesian coordinates (Å):
Zn -5.2209 -1.4495 14.3096
Zn -4.4852 -6.0155 12.7236
Ni -1.6854 -3.1174 17.5668
S -3.7382 -4.1769 15.2642
S -0.6457 -0.7082 15.6557
S -6.4759 -3.4405 12.0978
S -2.7491 -5.0960 10.1918
S -3.3379 -0.3772 11.7598
O -1.9960 -0.4994 12.1804
O -1.6528 -1.3692 16.5078
O -5.2816 -4.7353 18.6417
O -3.6279 -1.3284 10.7135
O -2.9643 -6.3906 9.5183
O -2.0984 -3.1632 12.8655
O -2.5616 -7.0803 16.4555
O -4.2051 -0.6810 12.8766
O -0.9894 -5.5579 14.0560
O -6.4138 -2.1674 16.0117
O -3.4346 -7.7622 12.9700
O -6.3631 -2.3383 13.0526
O -5.8863 -6.9547 14.0868
O -0.5111 -1.3419 14.3985
O -2.7139 -4.0689 16.2746
O -0.1678 -4.1555 16.5425
O -5.8377 -3.0761 10.8755
O -3.1525 -5.2171 11.5668
O -1.3222 -4.7598 10.1166
O -4.9321 -4.4039 16.0252
O -0.9559 0.7360 15.4947
O -1.6189 -4.7118 18.9118
O -7.8369 -3.8302 11.9134
O -5.7012 -4.5859 12.5674
O -3.9562 -2.9423 14.5390
O -7.1102 -5.9321 16.2947
O 0.6407 -0.8218 16.2836
O -3.5011 -5.2631 14.3193
O -3.7217 0.8892 11.1681
O -3.5129 -4.0362 9.5808
O -4.1892 -0.3770 15.6285
H 0.5921 -4.6583 16.8356
H -4.0416 0.3676 16.2116
H -7.8488 -5.3823 16.5561
H -0.8293 -5.7151 13.1255
H -1.7984 -5.6519 18.8989
H -6.0160 -4.1761 18.8951
H -3.5076 -7.1695 16.5707
H -2.8747 -8.4747 12.6616
H -3.3299 -0.7903 15.5448
H -5.2996 -4.7361 17.6847
H -6.2265 -7.8455 14.1704
H -7.3559 -2.1734 16.1814
H -0.3294 -4.4630 15.6506
H -6.3519 -5.3491 16.3323
H -6.1477 -6.5208 14.8989
H -2.9947 -3.0367 13.1769
H -1.4513 -4.5121 19.8328
H -3.0568 -7.5073 13.8117
H -1.9340 -5.4150 14.1163
H -2.1418 -3.9505 12.3229
H -2.4568 -6.2786 15.9431
H -6.1839 -3.0901 15.9016